1.
{
  "formula": "C4H6N4",
  "method": "the ωB97M-V functional and the def2-TZVPD basis",
  "elements": ["C", "C", "C", "C", "H", "H", "H", "H", "H", "H", "N", "N", "N", "N"],
  "positions_angstrom": [[1.3940, 0.1508, 1.0597], [0.9152, -0.9776, 0.0083], [-1.4642, 1.3769, -0.8060], [-0.3332, 0.9013, -0.0470], [2.3657, 0.7108, 0.7755], [1.4548, -0.2285, 2.2079], [1.8188, -1.2953, -0.3864], [0.4624, -2.0118, 0.6572], [-1.5496, -1.4876, -0.3434], [-2.2433, 2.2182, -0.6452], [-0.1269, -0.2080, -0.5647], [-1.1213, -0.7901, -1.3939], [-1.9642, 0.3323, -1.4404], [0.3920, 1.3085, 0.9183]],
  "forces_ev_per_a": [[0.13, 1.16, 1.92], [-1.48, -0.70, 5.83], [-4.11, -0.87, -0.31], [-0.87, 6.12, 2.27], [-1.14, -1.65, 0.38], [-0.03, 0.97, -2.83], [1.00, -0.67, -2.30], [0.90, 2.82, -1.83], [0.38, 1.70, -4.20], [2.10, -1.15, -0.45], [4.20, -8.41, -4.59], [-0.71, -0.15, 5.50], [-1.19, 1.59, -0.30], [0.83, -0.77, 0.91]],
  "lowdin_charge": [-0.160, -0.119, -0.017, -0.512, 0.118, 0.134, 0.067, 0.167, 0.256, 0.148, -0.201, 0.047, -0.001, 0.073],
  "lumo_ev": -0.296,
  "total_energy_ha": -374.825105,
  "orbital_gap_ev": 8.09,
  "de_lowest_kcal_mol": 148.3,
  "e_homo_ev": -8.4
}

***

2.
{
  "formula": "C4H7NO",
  "method": "the ωB97M-V functional and the def2-TZVPD basis",
  "elements": ["C", "N", "C", "C", "C", "O", "H", "H", "H", "H", "H", "H", "H"],
  "positions_angstrom": [[1.7885, 0.3801, -0.3245], [0.3292, 0.4447, -0.4527], [-0.6727, 0.9287, 0.5597], [-0.4806, -0.5157, 0.2094], [-1.5647, -1.2536, -0.4759], [-2.1127, -2.1969, 0.0438], [2.2223, 1.2574, -0.8146], [2.2151, -0.4953, -0.8441], [2.1290, 0.3361, 0.7170], [-0.5924, 1.0946, 1.6461], [-1.3517, 1.6613, 0.1295], [0.0029, -1.0680, 1.0209], [-1.8867, -0.8273, -1.4476]],
  "forces_ev_per_a": [[0.00, 0.16, 0.23], [-0.20, 0.43, 0.46], [0.77, 0.26, -0.19], [-0.20, -0.28, 0.19], [-0.24, -0.24, 0.17], [0.12, 0.25, -0.42], [-0.12, -0.04, 0.24], [-0.58, 0.20, 0.13], [-0.03, 0.05, 0.00], [1.08, 0.15, -0.53], [-0.34, -0.71, -0.23], [-0.26, -0.10, -0.07], [0.00, -0.11, 0.02]],
  "lowdin_charge": [-0.086, -0.114, -0.063, -0.301, -0.220, 0.050, 0.076, 0.086, 0.079, 0.110, 0.101, 0.151, 0.132],
  "lumo_ev": 0.973,
  "total_energy_ha": -286.530344,
  "smiles": "CN1C[C@H]1C=O",
  "orbital_gap_ev": 10.52,
  "de_lowest_kcal_mol": 63.6,
  "e_homo_ev": -9.5
}

***

What did the second record say?
{
  "formula": "C4H7NO",
  "method": "the ωB97M-V functional and the def2-TZVPD basis",
  "elements": ["C", "N", "C", "C", "C", "O", "H", "H", "H", "H", "H", "H", "H"],
  "positions_angstrom": [[1.7885, 0.3801, -0.3245], [0.3292, 0.4447, -0.4527], [-0.6727, 0.9287, 0.5597], [-0.4806, -0.5157, 0.2094], [-1.5647, -1.2536, -0.4759], [-2.1127, -2.1969, 0.0438], [2.2223, 1.2574, -0.8146], [2.2151, -0.4953, -0.8441], [2.1290, 0.3361, 0.7170], [-0.5924, 1.0946, 1.6461], [-1.3517, 1.6613, 0.1295], [0.0029, -1.0680, 1.0209], [-1.8867, -0.8273, -1.4476]],
  "forces_ev_per_a": [[0.00, 0.16, 0.23], [-0.20, 0.43, 0.46], [0.77, 0.26, -0.19], [-0.20, -0.28, 0.19], [-0.24, -0.24, 0.17], [0.12, 0.25, -0.42], [-0.12, -0.04, 0.24], [-0.58, 0.20, 0.13], [-0.03, 0.05, 0.00], [1.08, 0.15, -0.53], [-0.34, -0.71, -0.23], [-0.26, -0.10, -0.07], [0.00, -0.11, 0.02]],
  "lowdin_charge": [-0.086, -0.114, -0.063, -0.301, -0.220, 0.050, 0.076, 0.086, 0.079, 0.110, 0.101, 0.151, 0.132],
  "lumo_ev": 0.973,
  "total_energy_ha": -286.530344,
  "smiles": "CN1C[C@H]1C=O",
  "orbital_gap_ev": 10.52,
  "de_lowest_kcal_mol": 63.6,
  "e_homo_ev": -9.5
}

***

Repeat the second record exactly.
{
  "formula": "C4H7NO",
  "method": "the ωB97M-V functional and the def2-TZVPD basis",
  "elements": ["C", "N", "C", "C", "C", "O", "H", "H", "H", "H", "H", "H", "H"],
  "positions_angstrom": [[1.7885, 0.3801, -0.3245], [0.3292, 0.4447, -0.4527], [-0.6727, 0.9287, 0.5597], [-0.4806, -0.5157, 0.2094], [-1.5647, -1.2536, -0.4759], [-2.1127, -2.1969, 0.0438], [2.2223, 1.2574, -0.8146], [2.2151, -0.4953, -0.8441], [2.1290, 0.3361, 0.7170], [-0.5924, 1.0946, 1.6461], [-1.3517, 1.6613, 0.1295], [0.0029, -1.0680, 1.0209], [-1.8867, -0.8273, -1.4476]],
  "forces_ev_per_a": [[0.00, 0.16, 0.23], [-0.20, 0.43, 0.46], [0.77, 0.26, -0.19], [-0.20, -0.28, 0.19], [-0.24, -0.24, 0.17], [0.12, 0.25, -0.42], [-0.12, -0.04, 0.24], [-0.58, 0.20, 0.13], [-0.03, 0.05, 0.00], [1.08, 0.15, -0.53], [-0.34, -0.71, -0.23], [-0.26, -0.10, -0.07], [0.00, -0.11, 0.02]],
  "lowdin_charge": [-0.086, -0.114, -0.063, -0.301, -0.220, 0.050, 0.076, 0.086, 0.079, 0.110, 0.101, 0.151, 0.132],
  "lumo_ev": 0.973,
  "total_energy_ha": -286.530344,
  "smiles": "CN1C[C@H]1C=O",
  "orbital_gap_ev": 10.52,
  "de_lowest_kcal_mol": 63.6,
  "e_homo_ev": -9.5
}